C10H10BCl3N2O | the ωB97M-V functional and the def2-TZVPD basis

Summary:
- Spin multiplicity: 1
- Orbital gap: 7.755 eV
- HOMO: -9.242 eV
- Molar mass: 291.37 g mol⁻¹
- LUMO: -1.49 eV

Last column: Löwdin charge in e.
Cartesian coordinates (Å):
Cl  0.11545  -4.35788  1.91744  0.510
B  0.56265  -3.38479  0.42752  -1.850
Cl  2.12769  -4.05854  -0.36386  0.476
Cl  -0.88924  -3.39078  -0.80429  0.475
O  0.74679  -1.94164  0.74177  -0.071
C  0.91907  -1.01004  -0.14120  -0.056
C  1.41154  0.29283  0.24926  -0.166
C  2.00968  1.21202  -0.67170  -0.001
C  2.44764  2.46560  -0.22495  -0.071
C  2.39412  2.81308  1.13639  -0.053
C  1.96046  1.84517  2.05243  -0.064
C  1.52155  0.59061  1.63672  0.012
H  0.75593  -1.31097  -1.20288  0.130
H  2.07840  0.91275  -1.72916  0.124
H  2.79966  3.20684  -0.94794  0.108
H  2.67698  3.81827  1.47192  0.114
H  1.92391  2.06532  3.11531  0.108
H  1.22711  -0.18102  2.35381  0.132
N  -1.60513  -0.21419  -0.68054  0.033
C  -2.07826  0.14230  -1.85776  -0.187
N  -3.44121  0.28985  -1.79998  0.030
C  -3.85137  0.01781  -0.51180  -0.094
C  -2.68856  -0.29161  0.18307  -0.127
H  -1.56330  0.36482  -2.79123  0.123
H  -4.06511  0.54963  -2.57093  0.158
H  -4.88852  0.06610  -0.21861  0.105
H  -2.60793  -0.51153  1.23118  0.099

---

C36H58O2S4SeV | the ωB97M-V functional and the def2-TZVPD basis

Summary:
- Spin multiplicity: 2
- Orbital gap (alpha / beta): 6.646 / 6.151 eV
- ⟨S²⟩: 0.756
- HOMO (alpha / beta): -6.315 / -5.822 eV
- Molar mass: 781.03 g mol⁻¹
- LUMO (alpha / beta): 0.33 / 0.33 eV

Last column: Löwdin charge in e.
Cartesian coordinates (Å):
V  1.02537  -1.32895  -1.22814  0.404
C  -3.27113  4.53945  -1.28614  -0.060
C  -1.78453  4.85205  -1.47134  -0.554
C  -1.62833  5.77175  -2.69094  -0.044
C  -1.28703  5.57745  -0.21154  -0.040
C  -0.94533  3.59545  -1.65844  -0.170
C  -1.45883  2.30775  -1.60344  -0.052
C  -0.60393  1.22855  -1.70114  -0.349
Se  -1.23393  -0.60505  -1.53514  1.150
C  -1.41393  -0.61745  0.38796  -0.384
C  -2.46273  0.05935  0.97726  -0.060
C  -2.57733  0.07515  2.35666  -0.173
C  -1.62463  -0.64095  3.07636  0.007
C  -0.57483  -1.34935  2.51416  -0.080
C  -0.42973  -1.33735  1.10256  -0.362
O  0.54997  -1.89175  0.44656  -0.279
C  0.39577  -2.02285  3.48016  -0.532
C  1.07997  -0.93405  4.32066  -0.038
C  1.49407  -2.83425  2.79396  -0.062
C  -0.36933  -2.99155  4.39546  -0.042
C  -3.64893  0.86015  3.09596  -0.555
C  -4.61363  1.58075  2.15066  -0.059
C  -2.96273  1.92175  3.96636  -0.041
C  -4.46513  -0.08475  3.98806  -0.043
C  0.78937  1.34745  -1.88874  -0.337
O  1.50187  0.25775  -1.95604  -0.317
C  1.31417  2.66075  -1.96314  -0.079
C  0.42797  3.71805  -1.84234  0.005
C  2.79217  3.01545  -2.10324  -0.533
C  3.22557  3.81725  -0.86424  -0.041
C  3.00197  3.86255  -3.36744  -0.043
C  3.71767  1.80345  -2.20434  -0.080
H  -3.82423  5.46275  -1.13054  0.084
H  -3.67803  4.04325  -2.16334  0.087
H  -3.43033  3.90575  -0.41794  0.068
H  -2.21453  6.67905  -2.55524  0.082
H  -0.59083  6.05945  -2.83624  0.073
H  -1.96873  5.26795  -3.59344  0.089
H  -1.84793  6.49695  -0.05514  0.083
H  -1.41053  4.93905  0.66086  0.087
H  -0.23343  5.82835  -0.29804  0.074
H  -2.51433  2.12105  -1.47204  0.095
H  -3.15623  0.58825  0.34026  0.094
H  -1.69423  -0.62045  4.15276  0.100
H  1.58297  -0.22385  3.66706  0.092
H  0.36397  -0.38715  4.92776  0.075
H  1.81867  -1.38235  4.98256  0.083
H  2.10757  -2.20315  2.15386  0.081
H  2.13907  -3.28535  3.54806  0.088
H  1.05227  -3.62595  2.19516  0.073
H  -1.10863  -2.48195  5.00586  0.072
H  -0.88163  -3.74545  3.80096  0.089
H  0.32677  -3.49515  5.06336  0.083
H  -4.08203  2.28085  1.51186  0.069
H  -5.15323  0.87235  1.52756  0.086
H  -5.33833  2.14465  2.73496  0.085
H  -2.38573  2.59915  3.34106  0.087
H  -3.70633  2.49855  4.51316  0.083
H  -2.28603  1.46485  4.68256  0.075
H  -4.96563  -0.83795  3.38376  0.086
H  -3.83123  -0.59725  4.70556  0.074
H  -5.21753  0.47615  4.53926  0.083
H  0.84407  4.71165  -1.88084  0.098
H  2.70977  4.77205  -0.79364  0.074
H  3.01627  3.24845  0.04046  0.092
H  4.29547  4.01165  -0.91024  0.082
H  2.42447  4.78255  -3.35034  0.073
H  4.05277  4.12835  -3.45624  0.082
H  2.71337  3.29995  -4.25234  0.090
H  3.67627  1.20715  -1.29454  0.060
H  3.44567  1.17415  -3.04814  0.076
H  4.74187  2.14745  -2.34714  0.085
C  4.93947  -3.57795  -0.16244  -0.525
C  5.09617  -2.64525  -1.34734  -0.463
S  3.58287  -1.64195  -1.71234  0.920
C  3.13617  -2.27535  -3.36214  -0.494
C  2.63687  -3.70965  -3.40314  -0.493
S  0.99047  -3.90815  -2.62904  0.889
C  1.32787  -5.08505  -1.27944  -0.502
C  2.28217  -4.56215  -0.22624  -0.526
S  4.00687  -5.09605  -0.55624  0.879
H  4.43667  -3.07995  0.66776  0.074
H  5.91957  -3.92465  0.16616  0.071
H  5.36007  -3.19485  -2.24804  0.076
H  5.87747  -1.91515  -1.12774  0.074
H  4.00637  -2.15495  -4.01164  0.089
H  2.34507  -1.58965  -3.68524  0.070
H  3.31667  -4.39715  -2.90044  0.026
H  2.51627  -4.01425  -4.44524  0.077
H  1.69567  -6.00875  -1.72694  0.075
H  0.34287  -5.25715  -0.84414  0.034
H  2.01557  -4.97295  0.74806  0.067
H  2.24467  -3.46745  -0.17814  0.016
C  -2.56143  -4.12625  -2.41904  -0.395
S  -1.98933  -3.80845  -0.72794  0.736
C  -3.60213  -3.44585  0.02266  -0.376
H  -2.96353  -3.20915  -2.84014  0.031
H  -3.31473  -4.90855  -2.40184  0.035
H  -1.69483  -4.44385  -2.98814  -0.013
H  -4.25573  -4.30445  -0.10894  0.033
H  -4.02083  -2.56095  -0.44784  0.037
H  -3.42443  -3.25365  1.07496  0.030

---

C22H44N14O10 | the ωB97M-V functional and the def2-TZVPD basis

Summary:
- Spin multiplicity: 1
- Orbital gap: 7.765 eV
- HOMO: -9.253 eV
- Molar mass: 664.68 g mol⁻¹
- SMILES: CCCOc1cc(CC)c2c(c1)C(=O)C=CC2=O.NC(N)=O.NC(N)=O.NC(N)=O.NC(N)=O.NC(N)=O.NC(N)=O.NC(N)=O
- LUMO: -1.49 eV

Last column: Löwdin charge in e.
Cartesian coordinates (Å):
C  -0.06185  -6.10412  1.63493  -0.106
C  -0.05033  -6.22340  0.11473  -0.215
C  -1.44649  -6.09881  -0.50087  -0.186
O  -1.62827  -4.91572  -1.27325  -0.051
C  -1.93962  -3.80542  -0.53617  -0.256
C  -3.23616  -3.61883  -0.08985  0.063
C  -3.60208  -2.50735  0.66866  -0.126
C  -5.03212  -2.37183  1.11800  -0.165
C  -5.64648  -3.68739  1.63157  -0.080
C  -2.59999  -1.57970  0.97148  -0.043
C  -1.29010  -1.77585  0.51244  -0.085
C  -0.95196  -2.87511  -0.25127  0.079
C  -0.24811  -0.78398  0.87185  -0.346
O  0.66544  -0.50063  0.12505  0.102
C  -0.43365  -0.14166  2.19353  0.025
C  -1.67291  0.04754  2.63915  0.041
C  -2.82513  -0.36398  1.78847  -0.333
O  -3.82943  0.31315  1.75980  0.105
H  -0.79250  -6.77939  2.07591  0.073
H  -0.33538  -5.09503  1.94486  0.067
H  0.91567  -6.31726  2.05898  0.070
H  0.56536  -5.41995  -0.28472  0.103
H  0.40507  -7.16999  -0.16347  0.105
H  -1.65476  -6.94239  -1.15186  0.123
H  -2.19164  -6.12817  0.29734  0.117
H  -3.98394  -4.35824  -0.33486  0.136
H  -5.59885  -2.02460  0.25573  0.129
H  -5.09577  -1.61808  1.89150  0.093
H  -6.31965  -3.47993  2.45741  0.032
H  -4.87238  -4.38268  1.94949  0.074
H  -6.20841  -4.18770  0.84580  0.074
H  0.05174  -3.01913  -0.61855  0.135
H  0.44163  0.14189  2.75867  0.107
H  -1.88233  0.51327  3.59013  0.125
N  -3.11658  2.98842  -0.31830  0.161
C  -2.11483  3.25085  -1.21222  -0.669
N  -1.00473  2.47071  -1.11625  0.174
O  -2.22224  4.13244  -2.05696  -0.002
H  -3.06302  2.26961  0.37945  0.065
H  -3.94739  3.54488  -0.37851  0.101
H  -0.26581  2.64772  -1.78246  0.047
H  -0.89773  1.74405  -0.43510  0.074
N  2.17025  1.65297  -4.88762  0.153
C  1.07442  2.37825  -4.52972  -0.653
N  0.33930  2.89523  -5.54263  0.180
O  0.77804  2.56882  -3.35330  -0.004
H  2.42396  1.47819  -5.84570  0.102
H  2.72045  1.24388  -4.15452  0.116
H  -0.47583  3.42677  -5.29404  0.113
H  0.56918  2.76738  -6.51073  0.105
N  3.74811  -0.50289  1.64458  0.168
C  4.30719  0.09814  2.73073  -0.673
N  3.54434  1.06016  3.33359  0.156
O  5.41954  -0.19750  3.14170  0.005
H  2.83761  -0.27768  1.28047  0.068
H  4.30055  -1.19062  1.16813  0.107
H  3.93295  1.52113  4.13442  0.104
H  2.64238  1.33900  2.99886  0.083
N  -8.19269  -3.53119  6.16989  0.151
C  -7.76534  -2.69958  5.17374  -0.668
N  -7.42811  -1.43384  5.56484  0.152
O  -7.69059  -3.06196  4.01137  0.017
H  -8.26404  -3.25468  7.12999  0.092
H  -8.44866  -4.46441  5.90872  0.104
H  -7.11878  -0.80043  4.85193  0.103
H  -7.48441  -1.11358  6.51231  0.092
N  9.44118  -0.25064  3.12689  0.145
C  9.34387  0.95537  2.48255  -0.691
N  8.09219  1.49838  2.48501  0.154
O  10.30158  1.49041  1.95081  0.013
H  8.65861  -0.70441  3.55934  0.089
H  10.34216  -0.68752  3.14908  0.097
H  7.97236  2.37781  2.02068  0.099
H  7.30183  1.05334  2.92000  0.056
N  4.36473  5.26539  -7.94913  0.151
C  4.08879  4.08041  -7.32914  -0.688
N  3.67468  4.15857  -6.03247  0.156
O  4.18655  3.00234  -7.89821  0.008
H  4.28867  6.15581  -7.49618  0.094
H  4.66581  5.22481  -8.90424  0.103
H  3.48741  3.27545  -5.59022  0.057
H  3.54896  5.01434  -5.52447  0.100
N  1.79562  5.29870  -1.61826  0.154
C  1.08003  6.46461  -1.57050  -0.690
N  -0.08425  6.46944  -2.28363  0.159
O  1.46224  7.43370  -0.93173  0.005
H  1.49104  4.47550  -2.11146  0.058
H  2.64825  5.27369  -1.09264  0.096
H  -0.63242  7.30661  -2.24121  0.101
H  -0.44205  5.67808  -2.78815  0.069

---

C25H72O11 | the ωB97M-V functional and the def2-TZVPD basis

Summary:
- Spin multiplicity: 1
- Orbital gap: 8.914 eV
- HOMO: -8.866 eV
- Molar mass: 548.84 g mol⁻¹
- ΔE to the lowest compared entry with this formula, charge and spin: 926.1 kJ/mol
- SMILES: CC(C)O.CC(C)O.CC(C)O.CC(C)O.CC(C)O.CC(C)O.CC(C)O.CO.CO.CO.CO
- LUMO: 0.05 eV

Last column: Löwdin charge in e.
Cartesian coordinates (Å):
C  -9.85500  -3.10900  31.47800  -0.025
C  -10.14300  -4.27500  30.50500  -0.598
C  -9.94200  -3.66500  29.14200  -0.017
O  -9.52900  -5.34900  30.77000  0.005
H  -10.15800  -3.32600  32.49900  0.056
H  -10.45000  -2.22000  31.27500  0.085
H  -8.80200  -2.91800  31.46200  0.049
H  -11.22000  -4.45700  30.68000  0.141
H  -10.29800  -4.36400  28.44500  0.070
H  -8.92000  -3.45200  28.89200  0.076
H  -10.46400  -2.74200  29.18200  0.077
H  -9.97100  -6.16300  30.43300  0.173
C  -9.81300  -8.73600  34.24500  -0.021
C  -10.21700  -9.72700  33.08900  -0.596
C  -11.69000  -9.53500  32.75800  -0.056
O  -9.61300  -9.68400  31.97400  0.016
H  -10.45900  -8.96100  35.07400  0.075
H  -10.15400  -7.72700  33.92000  0.075
H  -8.76600  -8.80100  34.43600  0.050
H  -10.10100  -10.72600  33.51800  0.131
H  -11.89200  -8.57100  32.35900  0.046
H  -12.38900  -9.53900  33.61500  0.077
H  -12.06800  -10.34500  32.07500  0.096
H  -8.67600  -9.54500  32.04200  0.041
C  -13.14400  -3.97000  32.96000  -0.045
C  -12.47900  -5.22500  33.40500  -0.696
C  -13.55100  -6.28800  33.82300  -0.009
O  -11.82800  -5.82400  32.58300  0.015
H  -13.93000  -3.60900  33.64500  0.091
H  -13.58400  -4.09200  31.93400  0.104
H  -12.44700  -3.12400  32.89500  0.056
H  -11.82900  -4.90600  34.24300  0.146
H  -14.11200  -6.53200  32.90100  0.100
H  -14.11500  -5.83900  34.62600  0.068
H  -13.04700  -7.15000  34.22800  0.056
H  -11.02700  -5.31400  32.46500  0.065
C  -8.70000  -3.71000  35.03000  -0.003
C  -8.30400  -5.03300  34.43300  -0.634
C  -7.99400  -6.11400  35.47900  -0.008
O  -9.06100  -5.53400  33.59300  0.007
H  -9.58800  -3.82200  35.56400  0.070
H  -8.73100  -2.96300  34.18800  0.079
H  -7.93400  -3.37600  35.70600  0.056
H  -7.39600  -4.95700  33.93100  0.086
H  -8.90300  -6.54000  35.76200  0.067
H  -7.59000  -5.67100  36.36100  0.070
H  -7.24000  -6.74900  35.17400  0.034
H  -8.53000  -6.17900  33.08300  0.082
C  -7.63700  -0.41900  29.71900  -0.005
C  -8.53900  0.04600  30.85200  -0.670
C  -7.94400  -0.10500  32.23700  -0.041
O  -8.83200  1.23200  30.76400  0.053
H  -8.14600  -0.14000  28.80100  0.085
H  -7.63000  -1.55000  29.72600  0.074
H  -6.66500  0.04800  29.78900  0.086
H  -9.48400  -0.39700  30.88100  0.109
H  -7.67300  -1.15500  32.46100  0.060
H  -8.57300  0.30800  33.00700  0.052
H  -6.99400  0.50200  32.43700  0.104
H  -8.12100  1.71100  30.41900  0.095
C  -7.22100  -0.61700  35.45000  -0.040
C  -6.07500  0.43200  35.54200  -0.610
C  -4.74300  -0.26600  35.79900  -0.046
O  -5.84200  1.14200  34.55200  0.011
H  -7.18900  -1.20500  36.35200  0.075
H  -7.29600  -1.33100  34.64100  0.037
H  -8.19800  -0.21200  35.37200  0.046
H  -6.30600  1.06900  36.44100  0.150
H  -4.86100  -0.75600  36.77200  0.081
H  -3.84300  0.34400  35.93600  0.086
H  -4.53800  -0.99100  35.03400  0.059
H  -6.57700  1.64400  34.17500  0.121
C  -4.99400  -3.80200  35.19500  -0.009
C  -4.20100  -5.03400  34.67200  -0.620
C  -3.37600  -5.79100  35.74100  -0.035
O  -5.00900  -5.86300  34.21400  -0.023
H  -5.46300  -3.35200  34.28300  0.080
H  -4.28600  -3.15200  35.61400  0.044
H  -5.69900  -4.11100  35.98600  0.092
H  -3.53800  -4.70600  33.85000  0.148
H  -4.09000  -6.15000  36.50500  0.091
H  -2.80800  -5.00100  36.26300  0.080
H  -2.74000  -6.60800  35.42500  0.067
H  -4.61000  -6.20200  33.39500  0.125
C  -7.15200  -7.74400  32.16800  -0.122
O  -7.08200  -9.13400  32.50500  -0.131
H  -6.89500  -7.21600  33.07400  0.058
H  -8.03000  -7.28600  31.78200  0.065
H  -6.37500  -7.47300  31.45600  0.093
H  -6.19900  -9.15500  32.97600  0.055
C  -4.72600  -9.22200  34.62300  -0.122
O  -4.36700  -9.28300  33.23500  -0.116
H  -5.81500  -9.06100  34.80700  0.087
H  -4.18000  -8.43700  35.08800  0.042
H  -4.44100  -10.19200  35.14800  0.114
H  -4.01900  -8.42500  32.94500  0.086
C  -11.04000  -0.76600  34.57000  -0.157
O  -12.32200  -0.17800  34.42300  -0.126
H  -11.16200  -1.81700  34.60700  0.048
H  -10.62900  -0.43300  35.50000  0.068
H  -10.42500  -0.45800  33.68300  0.081
H  -12.15800  0.77100  34.24700  0.089
C  -6.28700  -3.71600  31.71800  -0.175
O  -6.74400  -4.90700  31.24900  -0.090
H  -6.13600  -3.04100  30.86000  0.089
H  -5.33200  -3.96500  32.13900  0.072
H  -6.98100  -3.28200  32.42600  0.053
H  -7.63700  -4.85200  30.92000  0.043